{"formula": "C20H40BFN3O6S2", "method": "ωB97M-V/def2-TZVPD", "symbols": ["C", "C", "O", "C", "O", "C", "C", "C", "N", "C", "N", "N", "C", "C", "S", "C", "C", "B", "C", "O", "C", "C", "C", "F", "S", "C", "O", "O", "H", "H", "H", "H", "H", "H", "H", "H", "H", "H", "H", "H", "H", "H", "H", "H", "H", "H", "H", "H", "H", "H", "H", "H", "H", "H", "H", "H", "H", "H", "H", "H", "C", "C", "C", "O", "C", "H", "H", "H", "H", "H", "H", "H", "H"], "coordinates": [[-1.17, 2.61, -3.52], [-2.10, 1.40, -3.82], [-2.95, 1.09, -2.71], [-3.06, -0.25, -2.47], [-3.20, -1.04, -3.34], [-2.99, -0.61, -0.98], [-2.28, -1.97, -0.72], [-0.97, -1.82, 0.14], [0.20, -2.30, -0.67], [0.67, -3.46, -0.05], [-0.04, -4.52, 0.26], [2.02, -3.38, 0.13], [2.26, -1.91, 0.23], [1.87, -1.61, 1.75], [3.18, -0.82, 2.76], [2.40, 0.54, 3.70], [3.52, 1.11, 4.63], [3.86, -1.65, 0.19], [4.58, -0.32, -0.32], [4.62, -2.72, 0.60], [1.35, -1.41, -0.88], [1.15, 0.11, -1.09], [1.34, 1.01, 0.14], [-0.11, 0.41, -1.61], [1.89, -1.98, -2.59], [0.63, -1.51, -3.81], [3.15, -1.37, -2.95], [2.02, -3.41, -2.67], [-1.22, 2.90, -2.46], [-0.12, 2.32, -3.69], [-1.38, 3.46, -4.17], [-2.70, 1.67, -4.69], [-1.45, 0.57, -4.13], [-2.51, 0.24, -0.49], [-4.03, -0.66, -0.62], [-2.95, -2.73, -0.30], [-1.98, -2.35, -1.71], [-0.93, -0.76, 0.40], [-1.13, -2.37, 1.08], [-0.81, -4.78, -0.34], [0.12, -5.07, 1.09], [2.40, -3.94, 0.88], [1.55, -2.51, 2.29], [1.00, -0.93, 1.79], [1.59, 0.18, 4.35], [2.03, 1.34, 3.05], [4.47, 0.90, 4.12], [3.43, 2.18, 4.78], [3.55, 0.54, 5.57], [4.48, 0.41, 0.51], [5.67, -0.46, -0.44], [4.10, 0.14, -1.19], [5.42, -2.41, 1.05], [1.85, 0.48, -1.85], [0.43, 0.97, 0.76], [1.38, 2.05, -0.22], [2.25, 0.81, 0.71], [-0.33, -1.34, -3.30], [0.96, -0.68, -4.44], [0.48, -2.38, -4.46], [-3.80, 4.25, 1.70], [-3.92, 3.46, 2.99], [-4.00, 2.03, 2.47], [-3.24, 1.99, 1.25], [-2.94, 3.33, 0.84], [-3.36, 5.24, 1.83], [-4.78, 4.37, 1.24], [-3.02, 3.59, 3.59], [-4.78, 3.73, 3.60], [-5.03, 1.75, 2.24], [-3.59, 1.30, 3.18], [-1.87, 3.51, 1.02], [-3.14, 3.44, -0.22]], "gap_ha": 0.3241, "charge": 1}

=====

{"formula": "C20H40BN3O4", "method": "ωB97M-V/def2-TZVPD", "symbols": ["C", "C", "C", "C", "C", "C", "C", "O", "C", "O", "N", "C", "C", "C", "B", "O", "O", "C", "H", "H", "H", "H", "H", "H", "H", "H", "H", "H", "H", "H", "H", "H", "H", "H", "H", "H", "H", "H", "H", "H", "H", "H", "H", "H", "C", "C", "C", "C", "N", "H", "H", "H", "H", "H", "H", "H", "C", "C", "C", "C", "N", "H", "H", "H", "H", "H", "H", "H"], "coordinates": [[5.28, -4.58, 1.08], [4.07, -4.58, 2.03], [3.69, -3.20, 2.56], [3.00, -2.22, 1.56], [2.85, -2.70, 0.11], [1.81, -1.86, -0.67], [0.55, -2.62, -1.11], [-0.59, -2.36, -0.27], [-0.46, -2.81, 1.00], [0.19, -3.77, 1.29], [-1.20, -2.03, 1.90], [-1.58, -0.67, 1.47], [-1.46, 0.33, 2.63], [-0.13, 1.10, 2.66], [-2.23, -2.78, 2.61], [-3.54, -2.31, 2.65], [-1.88, -3.95, 3.22], [-2.63, -5.13, 2.91], [5.71, -3.58, 1.00], [6.06, -5.26, 1.43], [5.00, -4.91, 0.07], [4.29, -5.21, 2.90], [3.21, -5.05, 1.55], [4.58, -2.73, 2.99], [3.00, -3.35, 3.40], [3.59, -1.30, 1.53], [2.03, -1.94, 1.97], [2.54, -3.74, 0.08], [3.81, -2.58, -0.39], [1.47, -1.04, -0.02], [2.25, -1.41, -1.56], [0.23, -2.29, -2.10], [0.72, -3.70, -1.16], [-0.91, -0.34, 0.67], [-2.59, -0.66, 1.05], [-2.28, 1.04, 2.57], [-1.57, -0.21, 3.58], [0.39, 1.05, 1.70], [0.54, 0.72, 3.44], [-0.29, 2.16, 2.87], [-3.74, -1.72, 3.37], [-3.70, -4.95, 2.98], [-2.36, -5.90, 3.64], [-2.36, -5.48, 1.91], [-4.10, 3.36, -2.12], [-3.32, 2.07, -2.35], [-2.40, 1.72, -1.17], [-1.34, 2.70, -0.99], [-0.51, 3.48, -0.83], [-3.43, 4.22, -2.04], [-4.77, 3.56, -2.95], [-4.70, 3.31, -1.21], [-2.73, 2.15, -3.26], [-4.02, 1.24, -2.49], [-1.94, 0.74, -1.33], [-2.98, 1.65, -0.25], [1.06, 6.30, -2.85], [0.60, 6.12, -4.29], [-0.54, 7.06, -4.67], [-1.76, 6.78, -3.91], [-2.72, 6.54, -3.32], [0.26, 6.08, -2.14], [1.89, 5.63, -2.62], [1.40, 7.33, -2.67], [0.28, 5.09, -4.44], [1.43, 6.30, -4.97], [-0.78, 6.97, -5.73], [-0.26, 8.10, -4.49]], "smiles": "CCCCCCCOC(=O)N(CCC)B(O)OC.CCCC#N.CCCC#N", "relative_energy_kj_mol": 0.0, "gap_ha": 0.3822}

=====

{"formula": "C20H40Br20", "method": "ωB97M-V/def2-TZVPD", "symbols": ["Br", "C", "C", "Br", "H", "H", "H", "H", "Br", "C", "C", "Br", "H", "H", "H", "H", "Br", "C", "C", "Br", "H", "H", "H", "H", "Br", "C", "C", "Br", "H", "H", "H", "H", "Br", "C", "C", "Br", "H", "H", "H", "H", "Br", "C", "C", "Br", "H", "H", "H", "H", "Br", "C", "C", "Br", "H", "H", "H", "H", "Br", "C", "C", "Br", "H", "H", "H", "H", "Br", "C", "C", "Br", "H", "H", "H", "H", "Br", "C", "C", "Br", "H", "H", "H", "H"], "coordinates": [[2.02, 2.92, -5.44], [0.28, 3.25, -6.35], [-0.61, 2.04, -6.10], [-2.38, 2.21, -6.89], [0.49, 3.40, -7.41], [-0.21, 4.20, -6.10], [-0.70, 1.82, -5.04], [-0.08, 1.14, -6.43], [1.90, 2.45, 6.00], [2.33, 3.23, 7.76], [2.93, 2.15, 8.66], [3.01, 2.71, 10.60], [1.35, 3.52, 8.15], [2.92, 4.14, 7.80], [3.96, 1.93, 8.38], [2.43, 1.18, 8.67], [-4.10, -1.77, 4.54], [-3.61, -0.39, 5.88], [-3.83, 0.98, 5.32], [-3.50, 2.35, 6.73], [-2.59, -0.61, 6.20], [-4.25, -0.53, 6.76], [-4.79, 1.20, 4.85], [-3.11, 1.19, 4.53], [-1.78, 1.79, 0.06], [0.02, 0.98, 0.06], [-0.25, -0.58, 0.32], [-1.48, -1.44, -0.95], [0.65, 1.51, 0.77], [0.40, 1.21, -0.93], [-0.59, -0.75, 1.34], [0.67, -1.16, 0.29], [-2.15, -4.17, -6.92], [-3.54, -5.27, -5.95], [-4.90, -4.87, -6.51], [-6.28, -5.77, -5.46], [-3.48, -4.94, -4.92], [-3.35, -6.35, -6.04], [-5.05, -5.16, -7.55], [-5.04, -3.80, -6.41], [3.77, -2.69, -4.95], [3.43, -4.63, -4.90], [2.58, -4.82, -3.65], [3.65, -4.48, -2.10], [4.44, -5.01, -4.75], [2.94, -5.05, -5.77], [2.25, -5.86, -3.57], [1.78, -4.09, -3.67], [0.77, 7.00, 0.69], [-0.39, 7.49, 2.23], [-1.82, 7.77, 1.68], [-2.99, 8.13, 3.23], [0.05, 8.33, 2.77], [-0.50, 6.64, 2.90], [-2.17, 6.85, 1.21], [-1.94, 8.58, 0.95], [8.68, -0.49, -1.87], [7.29, 0.88, -1.38], [7.50, 1.22, 0.04], [5.85, 2.02, 0.65], [6.34, 0.40, -1.60], [7.43, 1.72, -2.06], [8.28, 1.93, 0.29], [7.71, 0.31, 0.61], [-7.01, -0.86, -1.46], [-6.92, -0.80, -3.46], [-8.27, -1.16, -4.03], [-8.23, -0.87, -6.00], [-6.08, -1.37, -3.85], [-6.64, 0.24, -3.64], [-9.03, -0.50, -3.61], [-8.64, -2.15, -3.77], [6.28, -3.49, 4.58], [4.63, -4.09, 5.46], [3.41, -3.54, 4.70], [1.72, -4.23, 5.55], [4.69, -3.81, 6.51], [4.65, -5.18, 5.46], [3.35, -3.81, 3.65], [3.46, -2.46, 4.67]], "smiles": "BrCCBr.BrCCBr.BrCCBr.BrCCBr.BrCCBr.BrCCBr.BrCCBr.BrCCBr.BrCCBr.BrCCBr", "relative_energy_kj_mol": 274.8, "gap_ha": 0.3611}